Here is a 4-piece molecular cluster, C27H65N4O11PS overall at a distorted geometry from the Open Molecules 2025 dataset. Energies are from ωB97M-V/def2-TZVPD.

The calculation puts the total energy at -77657.5018 eV. The SMILES is CCN(CCO[P@@](=O)(O)OCCCS)C(C)=O.COCCNCCOC.COCCNCCOC.COCCNCCOC. Its HOMO energy is -0.3174 Eh.

Last column: Mulliken charge in e.
CARTESIAN COORDINATES (ANGSTROEM)
S  -2.864  4.687  0.101  -0.239
P  -2.218  -0.362  0.852  0.832
O  -3.379  0.526  0.723  -0.608
O  -5.156  -4.944  -2.941  -0.509
O  -3.547  6.247  2.661  -0.309
O  -0.788  0.394  0.660  -0.415
O  1.017  0.091  -3.431  -0.419
O  7.625  -7.268  2.442  -0.423
O  8.128  -4.283  -0.941  -0.375
O  -2.214  -0.942  2.360  -0.584
O  -4.785  9.540  5.532  -0.339
O  3.763  -2.991  -5.299  -0.379
O  -2.195  -1.629  -0.185  -0.344
N  -4.297  -3.084  -1.896  0.151
N  5.854  -5.549  0.517  -0.286
N  3.563  -1.563  -2.689  -0.263
N  -6.140  7.354  4.020  -0.323
C  8.103  -5.169  -2.045  -0.644
C  6.873  -3.660  -0.681  -0.430
C  -3.087  -2.403  -2.402  -0.814
C  -5.932  8.824  5.980  -0.807
C  -5.323  -2.145  -1.365  -0.381
C  8.667  -6.733  1.643  -0.535
C  -5.084  10.568  4.605  -0.716
C  -2.968  7.370  3.304  -0.700
C  -4.961  -3.785  -2.988  0.315
C  2.599  -0.899  -1.812  -1.165
C  -0.936  1.731  0.117  -0.360
C  1.160  -0.772  -2.313  0.557
C  4.736  -2.129  -5.863  -0.704
C  6.288  -4.159  0.629  -0.359
C  -5.398  -2.162  0.197  -1.195
C  3.271  -2.973  -2.928  -0.272
C  6.625  -6.339  2.826  -0.488
C  -2.561  -1.253  -1.528  -0.312
C  -1.208  4.192  0.709  -0.622
C  -5.485  -3.038  -4.246  -0.875
C  -1.238  2.731  1.261  -0.664
C  1.234  -0.520  -4.693  -0.587
C  5.507  -6.166  1.796  -0.666
C  -5.910  7.396  5.461  -0.189
C  -5.892  6.045  3.418  -0.862
C  4.146  -3.534  -4.039  -0.875
C  -4.460  5.508  3.454  -0.290
H  -2.855  7.222  4.381  0.325
H  7.512  -6.063  -1.822  0.301
H  -0.515  2.617  2.089  0.308
H  9.127  -5.479  -2.249  0.259
H  -4.804  -2.252  -4.614  0.302
H  -3.171  -2.014  -3.438  0.308
H  -3.085  -0.717  2.729  0.363
H  -6.560  5.311  3.881  0.414
H  3.449  -3.537  -2.007  0.466
H  -4.174  11.143  4.436  0.237
H  2.980  0.111  -1.637  0.476
H  -6.065  -3.010  0.454  0.436
H  0.574  -0.310  -1.513  -0.114
H  2.596  -1.407  -0.842  0.383
H  5.209  -3.378  -3.830  0.396
H  6.171  -3.794  -1.510  0.075
H  6.168  -6.755  3.728  0.352
H  -2.761  6.043  0.000  0.100
H  -1.650  1.807  -0.718  0.284
H  -5.265  -1.119  -1.779  0.357
H  -0.855  4.897  1.481  0.367
H  6.596  -6.092  0.094  0.040
H  0.628  0.010  -5.429  0.322
H  5.713  -2.618  -5.914  0.316
H  4.418  -1.883  -6.876  0.253
H  0.691  -1.746  -2.501  0.149
H  -6.689  6.818  5.966  0.384
H  -1.979  7.531  2.871  0.323
H  -2.243  2.585  1.695  0.262
H  -6.307  -2.536  -1.695  0.523
H  7.704  -4.675  -2.937  0.272
H  7.058  -4.042  1.401  0.240
H  2.278  -0.415  -4.997  0.176
H  -6.862  9.332  5.708  0.404
H  0.946  -1.574  -4.700  0.286
H  -5.853  11.240  4.997  0.342
H  -4.429  -2.389  0.663  0.148
H  8.870  -5.684  1.873  0.278
H  -6.191  6.121  2.369  0.394
H  -5.878  8.795  7.072  0.391
H  -5.535  8.029  3.571  0.091
H  8.435  -6.847  0.581  0.178
H  -3.265  -0.402  -1.575  0.443
H  -3.556  8.271  3.109  0.205
H  4.818  -1.198  -5.294  0.309
H  7.069  -2.589  -0.587  0.393
H  2.225  -3.119  -3.226  0.241
H  -2.283  -3.170  -2.430  0.281
H  -5.410  10.153  3.646  0.302
H  -1.619  -0.888  -2.032  0.284
H  -5.678  -3.726  -5.081  0.340
H  -4.935  6.965  5.723  0.174
H  -0.497  4.246  -0.135  0.423
H  -4.081  5.384  4.475  0.338
H  0.061  2.024  -0.269  0.527
H  3.575  -1.073  -3.575  0.066
H  -6.433  -2.536  -3.970  0.240
H  7.073  -5.385  3.127  0.347
H  9.570  -7.312  1.841  0.295
H  -4.483  4.505  3.018  0.223
H  3.977  -4.614  -4.098  0.410
H  4.688  -5.599  2.251  0.382
H  5.430  -3.536  0.899  0.442
H  -5.885  -1.261  0.603  0.271
H  5.111  -7.159  1.567  0.373